Entry from OMol25: a cluster of 2 separate species, C8H9N2O2 in total at a distorted geometry (ωB97M-V/def2-TZVPD).

Computed properties:
gap between HOMO and LUMO (alpha / beta) = 0.2686 / 0.2526 hartree
molar mass = 165.172 g/mol
ΔE to the lowest compared entry with this formula, charge and spin = 531.4 kJ/mol
HOMO level (alpha / beta) = -3.8 / -3.3 eV

The geometry in ORCA input format:
```
! wB97M-V def2-TZVPD RIJCOSX def2/J DEFGRID3
* xyz -1 1
C 1.7282 -2.2661 0.1757
C 2.3382 -1.0421 0.3160
C 0.4051 -2.4080 0.0426
C 1.5417 0.0729 0.3308
C -0.3962 -1.2657 0.1353
C 0.1194 -0.0448 0.4311
C -2.0217 0.9604 1.1929
C -0.7011 1.1929 0.6506
N -1.2831 1.8659 -1.3798
N -0.4230 2.0589 -2.2764
O 0.8265 1.9353 -2.2552
O -1.0051 2.4268 -3.3666
H 2.1493 -3.2687 0.1729
H 3.4420 -0.9227 0.4778
H 0.0862 -3.4502 -0.0996
H 1.9106 1.0907 0.4559
H -1.4987 -1.5445 0.1571
H -2.6007 0.4724 0.3420
H -2.6247 1.7566 1.5529
H -1.7892 0.3093 2.0061
H -0.2038 2.0707 0.9380
*
```

=====

Entry from OMol25: a structure of composition C8H9N2O3PtS5Sb (ωB97M-V/def2-TZVPD).

Computed properties:
gap between HOMO and LUMO (alpha / beta) = 0.2517 / 0.2387 hartree
molar mass = 658.344 g/mol
ΔE to the lowest compared entry with this formula, charge and spin = 13.8 kJ/mol
HOMO level (alpha / beta) = -12.0 / -12.0 eV

The geometry in ORCA input format:
```
! wB97M-V def2-TZVPD RIJCOSX def2/J DEFGRID3
* xyz 1 2
Pt -0.1542 0.2236 0.4828
S 1.6210 -2.9824 2.4831
Sb 2.2887 -0.7415 2.7616
S 2.1058 0.0720 0.4581
S 0.1198 0.3731 2.7278
C -2.2551 -2.8403 -1.3727
S -1.4934 -1.4363 -0.6753
O -2.4503 -0.5541 0.0037
O -0.4824 -1.8679 0.3720
O -0.7280 -0.6626 -1.6740
H -2.5659 -3.4858 -0.5535
H -1.5292 -3.3357 -2.0130
H -3.1146 -2.4894 -1.9406
N 1.1024 2.3743 -1.6892
C 0.4232 2.9071 -0.6741
N -0.2141 2.2205 0.2621
C -0.9866 3.0499 1.1051
C -1.8940 2.6476 2.0745
C -2.5579 3.6279 2.7917
C -2.3385 4.9824 2.5477
C -1.4636 5.3868 1.5555
C -0.8039 4.4012 0.8376
S 0.2684 4.6208 -0.5218
H 1.0481 1.3910 -1.8995
H 1.5271 2.9723 -2.3768
H -2.1071 1.6040 2.2609
H -3.2687 3.3317 3.5507
H -2.8714 5.7244 3.1254
H -1.3098 6.4349 1.3387
*
```

=====

Question: Number 2 is which compound?
Answer: C8H9N2O3PtS5Sb

=====

Question: Which formula does entry 1 have?
Answer: C8H9N2O2

=====

Question: What is the ΔE to the lowest compared entry with this formula, charge and spin in the second record?
Answer: 13.8 kJ/mol